[1]
This record from the OMol25 dataset describes a single C4H7ClFN molecule. The level of theory is ωB97M-V/def2-TZVPD.

The geometry in XYZ format:
```
14
Properties=species:S:1:pos:R:3:forces:R:3
C -0.876146 -0.907612 -0.788686 -6.76 0.19 0.94
C -1.038109 0.361985 0.081934 -0.92 -0.39 -0.50
N -0.525077 0.388088 1.472825 -0.55 -3.16 1.96
C 0.197744 1.037500 0.487231 2.67 2.43 -1.10
C 1.515946 0.426203 -0.174813 -1.94 -0.75 -0.77
F 2.524720 1.346570 -0.329552 -0.95 -1.17 0.17
Cl 2.025920 -1.154877 0.534348 0.98 0.47 1.25
H -1.627079 -1.576813 -0.180569 1.27 0.53 -1.31
H 0.009677 -1.391810 -0.687073 2.34 -1.33 -0.32
H -1.404197 -0.891188 -1.831780 1.55 0.36 1.78
H -2.046104 0.879250 -0.024929 1.63 -0.50 0.03
H -0.130792 -0.535876 1.923467 -0.80 2.30 -1.67
H 0.221545 2.166610 0.594246 0.40 -1.36 -0.26
H 1.151957 -0.148033 -1.076653 1.07 2.40 -0.19
```
Forces are in eV/Å.

The structure (SMILES) is C[C@H]1N[C@H]1[C@@H](F)Cl. The relative energy (zero: lowest compared OMol25 entry of this formula, charge and spin) is 2.024 eV. As for the frontier orbital gap: 10.49 eV. The calculation puts the energy at -771.32395 hartree. For the LUMO energy, the calculation gives 0.031 Eh. Its net charge is 0.

Want to see where the charge sits? The Löwdin charges in e are:
1 C -0.0936
2 C -0.3056
3 N 0.0170
4 C -0.3344
5 C -0.6020
6 F -0.0139
7 Cl 0.6418
8 H 0.1136
9 H -0.0488
10 H 0.1178
11 H 0.1507
12 H 0.1329
13 H 0.1566
14 H 0.0679

[2]
This record from the OMol25 dataset describes a single C4H7ClFNO molecule. The level of theory is ωB97M-V/def2-TZVPD.

The geometry in XYZ format:
```
15
Properties=species:S:1:pos:R:3:forces:R:3
C -0.863523 0.855132 -0.428050 0.11 1.18 -0.16
C 0.439022 0.112031 -0.122174 1.08 0.36 -2.48
C 0.357541 -0.692205 1.116844 -0.71 -2.46 1.95
N 0.089736 0.014808 2.363886 -2.39 1.55 1.00
F 0.985587 1.081754 2.552553 -0.08 -0.26 -0.36
C -1.297997 0.482845 2.556243 0.20 -3.21 -1.10
O -2.214333 -0.303582 2.405923 1.61 1.25 0.53
Cl -1.541257 2.107107 2.915022 0.06 1.11 0.60
H -0.620342 1.895738 -0.820267 -0.55 -1.29 0.55
H -1.599991 0.394971 -1.102397 0.54 -0.17 0.12
H -1.362134 0.933410 0.542435 -0.20 0.57 -0.79
H 1.270475 0.845316 -0.221952 -0.41 -0.31 1.16
H 0.806407 -0.551161 -0.938605 -0.83 -0.05 0.35
H -0.522956 -1.474270 1.138813 1.59 1.54 -0.41
H 1.235662 -1.281943 1.430810 -0.02 0.19 -0.97
```
Forces are in eV/Å.

The structure (SMILES) is CCCN(F)C(=O)Cl. The relative energy (zero: lowest compared OMol25 entry of this formula, charge and spin) is 1.831 eV. As for the frontier orbital gap: 11.17 eV. The calculation puts the energy at -846.57572 hartree. For the LUMO energy, the calculation gives 0.029 Eh. Its net charge is 0.

Want to see where the charge sits? The Löwdin charges in e are:
1 C -0.0867
2 C -0.2531
3 C -0.1928
4 N -0.0716
5 F -0.0663
6 C -0.8966
7 O 0.0227
8 Cl 0.8160
9 H 0.1007
10 H 0.0828
11 H 0.0112
12 H 0.1155
13 H 0.1185
14 H 0.1730
15 H 0.1266

[3]
This record from the OMol25 dataset describes a single C4H7ClFNS molecule. The level of theory is ωB97M-V/def2-TZVPD.

The geometry in XYZ format:
```
15
Properties=species:S:1:pos:R:3:forces:R:3
C 0.673935 1.164827 1.517733 2.68 -0.83 1.63
C 0.728740 0.376021 0.251278 -1.56 -0.17 -1.44
S 2.272026 -0.435286 -0.058942 -1.37 -3.35 1.12
C -0.080597 0.848632 -1.046825 0.56 -3.77 0.50
N -0.957753 1.902403 -1.050725 0.08 3.97 1.15
C -0.487066 -0.433572 -0.264518 0.73 1.45 -0.28
F -0.257616 -1.643280 -0.802477 0.47 -0.30 -0.53
Cl -2.023032 -0.630159 0.590903 0.39 0.81 0.13
H -0.042453 1.984148 1.443718 0.05 -0.07 0.42
H 0.416686 0.374693 2.371965 0.58 2.15 -1.45
H 1.856447 1.580758 1.654192 -3.59 -0.91 0.06
H 1.626551 -1.761601 0.456597 1.98 2.60 -1.15
H 0.414963 0.616740 -2.026607 -0.32 0.18 1.06
H -1.807534 1.867903 -0.474482 0.62 -0.57 -0.30
H -0.412785 2.751882 -0.696304 -1.31 -1.18 -0.91
```
Forces are in eV/Å.

The structure (SMILES) is C[C@]1(S)[C@H](N)[C@]1(F)Cl. The relative energy (zero: lowest compared OMol25 entry of this formula, charge and spin) is 1.332 eV. As for the frontier orbital gap: 9.58 eV. The calculation puts the energy at -1169.52080 hartree. For the LUMO energy, the calculation gives 0.016 Eh. Its net charge is 0.

Want to see where the charge sits? The Löwdin charges in e are:
1 C -0.1321
2 C -0.8269
3 S 0.7652
4 C -0.3348
5 N 0.0247
6 C -0.8214
7 F -0.0523
8 Cl 0.7058
9 H 0.0514
10 H 0.1203
11 H 0.1298
12 H 0.0287
13 H 0.1492
14 H 0.0704
15 H 0.1219

[4]
This record from the OMol25 dataset describes a molecular structure, C4H7ClN2. The level of theory is ωB97M-V/def2-TZVPD.

The geometry in XYZ format:
```
14
Properties=species:S:1:pos:R:3:forces:R:3
C -0.951094 -0.718957 -1.706776 -2.69 1.84 0.29
C -0.068736 -0.296413 -0.839474 2.00 -1.08 0.03
C -0.458384 0.731943 0.012927 -0.32 -1.84 1.44
C 1.338495 -0.732066 -0.563982 0.69 1.55 -2.09
N 0.270579 -0.031680 3.132167 0.62 0.54 1.40
N -0.795453 1.837431 0.154179 -1.47 6.22 -0.44
Cl -0.888466 -0.180069 2.022935 -0.36 -0.55 -1.28
H -0.898062 -1.568027 -2.304131 0.37 -1.19 -1.08
H -1.899589 -0.099694 -1.708008 0.94 -1.20 -0.32
H 1.759519 -0.110033 0.178998 0.43 0.90 0.88
H 2.003094 -0.596757 -1.457803 -0.75 -0.26 0.58
H 1.478468 -1.672831 -0.180046 -0.09 -2.59 0.61
H -0.871535 2.682898 -0.496714 0.47 -1.93 0.85
H -0.018835 0.754256 3.755729 0.16 -0.41 -0.87
```
Forces are in eV/Å.

The relative energy (zero: lowest compared OMol25 entry of this formula, charge and spin) is 6.835 eV. As for the frontier orbital gap (spin up / spin down): 6.58 / 7.14 eV. The calculation puts the energy at -726.08935 hartree. For the LUMO energy (spin up / spin down), the calculation gives -0.011 / -0.008 Eh. Its net charge is 0.

Want to see where the charge sits? The Löwdin charges in e are:
1 C 0.0938
2 C -0.3988
3 C -0.4035
4 C -0.0302
5 N -0.5743
6 N 0.1569
7 Cl 0.6904
8 H 0.0549
9 H 0.1031
10 H 0.0639
11 H 0.1109
12 H 0.0569
13 H 0.1422
14 H -0.0662

[5]
This record from the OMol25 dataset describes a molecular structure, C4H7ClN2. The level of theory is ωB97M-V/def2-TZVPD.

The geometry in XYZ format:
```
14
Properties=species:S:1:pos:R:3:forces:R:3
C -0.622388 0.468800 0.291935 -4.60 -2.89 -3.82
C 0.675395 -0.056276 -0.321445 0.65 -2.34 -0.23
C -0.890110 0.463405 1.714351 0.56 3.08 1.39
C 0.734704 -1.070790 -1.476107 -1.79 1.63 -1.95
N -0.320239 1.642567 -0.471737 2.03 1.36 -0.31
N 0.851018 1.260647 -0.850927 -2.13 1.73 -0.08
Cl 2.014821 -0.485430 0.757281 0.14 -0.07 0.67
H -1.752649 -0.040135 -0.274634 3.41 1.22 1.30
H -1.243030 -0.486717 1.999672 0.01 -1.08 0.77
H -1.599423 1.257939 2.070565 0.22 -0.81 -0.78
H 0.057039 0.819175 2.137927 -0.10 -0.76 0.79
H 1.771527 -1.056415 -1.797112 -0.05 -0.72 -0.08
H 0.118509 -0.711344 -2.380862 0.96 0.35 1.24
H 0.204825 -2.005425 -1.398909 0.68 -0.71 1.09
```
Forces are in eV/Å.

The relative energy (zero: lowest compared OMol25 entry of this formula, charge and spin) is 3.902 eV. As for the frontier orbital gap: 10.29 eV. The calculation puts the energy at -726.19716 hartree. For the LUMO energy, the calculation gives 0.007 Eh. Its net charge is 0.

Want to see where the charge sits? The Löwdin charges in e are:
1 C -0.4381
2 C -0.8974
3 C -0.0987
4 C -0.1100
5 N 0.0906
6 N 0.0709
7 Cl 0.6774
8 H 0.2204
9 H 0.0707
10 H 0.1069
11 H 0.0683
12 H 0.0628
13 H 0.1065
14 H 0.0697

[6]
This record from the OMol25 dataset describes 2 unconnected molecules or ions with the total composition C4H7ClNO4S. The level of theory is ωB97M-V/def2-TZVPD.

The geometry in XYZ format:
```
18
Properties=species:S:1:pos:R:3:forces:R:3
C 2.325660 0.279557 0.627380 1.30 0.03 -0.13
C 1.509478 -0.673302 1.453244 -0.30 -0.94 -1.95
C -0.326086 1.083588 -1.930358 -0.34 0.62 1.58
C 0.309298 1.126093 -0.510763 0.03 0.73 -1.84
N 1.513989 0.826774 -0.349570 1.05 -0.60 -0.25
O -2.132328 -1.206139 -1.271762 -0.10 -0.19 1.18
O 3.561091 0.363128 0.660850 -1.94 0.45 -0.05
O -1.721804 -1.781792 1.137481 1.87 1.50 0.94
O -3.031979 0.247711 0.556174 1.43 -1.23 -0.74
S -1.847620 -0.544921 0.047442 -1.81 1.19 -0.36
Cl -0.566010 2.055594 0.649694 -0.01 1.00 0.80
H 2.037359 -1.669057 1.410156 -1.02 0.71 -0.43
H 1.497130 -0.480727 2.484206 -0.18 0.85 1.41
H 0.498756 -0.538735 0.940070 1.13 -1.56 1.64
H -0.957475 1.998859 -2.004017 0.21 -0.91 -0.24
H 0.520429 1.155742 -2.558720 0.79 0.19 -0.97
H -0.864977 0.140787 -2.149296 0.10 0.68 0.35
H -2.324919 -2.383153 0.807788 -2.22 -2.52 -0.92
```
Forces are in eV/Å.

The relative energy (zero: lowest compared OMol25 entry of this formula, charge and spin) is 2.185 eV. As for the frontier orbital gap: 8.00 eV. The calculation puts the energy at -1370.73477 hartree. For the LUMO energy, the calculation gives 0.122 Eh. Its net charge is -1.

Want to see where the charge sits? The Löwdin charges in e are:
1 C -0.5150
2 C -0.0146
3 C -0.0879
4 C -0.8125
5 N 0.0962
6 O -0.5079
7 O 0.0022
8 O -0.2800
9 O -0.5211
10 S 0.5815
11 Cl 0.6977
12 H 0.1065
13 H 0.0592
14 H 0.0378
15 H 0.0793
16 H 0.0512
17 H 0.0454
18 H -0.0180

[7]
This record from the OMol25 dataset describes a molecular structure, C4H7ClO. The level of theory is ωB97M-V/def2-TZVPD.

The geometry in XYZ format:
```
13
Properties=species:S:1:pos:R:3:forces:R:3
C 3.360349 0.205391 -0.061264 0.97 1.65 -0.81
C 1.159763 -0.150527 0.583140 0.58 -5.02 -1.99
C -0.242967 -0.346642 0.069137 -1.93 -3.04 1.95
C -1.166294 0.595634 0.008578 0.27 1.34 1.04
H 4.118950 0.711758 -0.942010 -2.56 -1.49 2.32
H 3.091513 1.115579 0.774521 1.40 -2.61 -2.27
H 3.973914 -0.681644 0.386848 -1.34 1.65 -0.46
H 1.424118 0.787695 1.033429 -0.63 0.19 0.76
H 1.396118 -1.226749 1.221346 -0.48 3.50 -1.04
H -0.957173 -1.562839 0.191293 3.20 3.64 -0.79
H -1.016330 1.721908 0.274491 -0.44 -2.22 -0.94
O 2.046842 -0.251848 -0.610752 1.86 1.45 2.54
Cl -2.768879 -0.039650 -0.097144 -0.92 0.96 -0.30
```
Forces are in eV/Å.

The relative energy (zero: lowest compared OMol25 entry of this formula, charge and spin) is 4.866 eV. As for the frontier orbital gap: 10.52 eV. The calculation puts the energy at -691.86708 hartree. For the LUMO energy, the calculation gives 0.031 Eh. Its net charge is 0.

Want to see where the charge sits? The Löwdin charges in e are:
1 C -0.1381
2 C -0.2443
3 C -0.2391
4 C -0.6036
5 H 0.1289
6 H 0.1191
7 H 0.0881
8 H 0.0696
9 H 0.1834
10 H 0.1876
11 H 0.1200
12 O -0.2555
13 Cl 0.5838

[8]
This record from the OMol25 dataset describes a single C4H7ClO molecule. The level of theory is ωB97M-V/def2-TZVPD.

The geometry in XYZ format:
```
13
Properties=species:S:1:pos:R:3:forces:R:3
O -0.008224 2.098765 0.536757 2.48 1.21 -2.24
C -0.229585 1.187247 -0.504616 0.40 0.12 0.48
C -0.845138 -0.038799 0.031028 -0.71 -1.85 -0.74
Cl -2.672722 -0.258464 -0.102766 1.35 0.47 0.22
C -0.120071 -0.744765 1.129895 -3.64 -2.47 -1.28
C -0.050689 -1.249286 -0.303510 2.17 0.17 -0.30
H -0.705823 2.017234 1.108852 -2.70 -0.03 2.31
H -0.786407 1.499008 -1.350321 -1.08 1.11 -0.62
H 0.732838 0.977968 -0.952947 0.38 -0.22 0.29
H -0.747538 -1.425690 1.692986 0.02 0.45 0.51
H 0.618543 -0.245731 1.618594 2.22 1.06 1.07
H 0.946931 -0.959916 -0.665687 -0.65 -0.45 -0.58
H -0.403188 -2.192028 -0.739457 -0.25 0.42 0.88
```
Forces are in eV/Å.

The structure (SMILES) is OCC1(Cl)CC1. The relative energy (zero: lowest compared OMol25 entry of this formula, charge and spin) is 1.898 eV. As for the frontier orbital gap: 11.14 eV. The calculation puts the energy at -691.97616 hartree. For the LUMO energy, the calculation gives 0.032 Eh. Its net charge is 0.

Want to see where the charge sits? The Löwdin charges in e are:
1 O -0.0056
2 C -0.2705
3 C -0.7588
4 Cl 0.5865
5 C -0.0928
6 C -0.1342
7 H 0.0427
8 H 0.1098
9 H 0.1229
10 H 0.1044
11 H 0.0780
12 H 0.1019
13 H 0.1158

[9]
This record from the OMol25 dataset describes a single C4H7ClO molecule. The level of theory is ωB97M-V/def2-TZVPD.

The geometry in XYZ format:
```
13
Properties=species:S:1:pos:R:3:forces:R:3
C 1.456842 -1.368207 1.177136 3.85 -0.52 -0.46
O 0.342208 -0.841874 0.311582 1.92 -1.39 2.26
C 0.454414 0.476116 0.002215 -5.38 0.57 -1.40
C -0.690216 1.096755 -0.575177 8.43 -0.13 2.30
C -1.847401 0.453045 -1.013552 -4.17 0.39 -2.16
Cl -0.160995 2.781425 -0.991443 -1.26 -0.67 -0.04
H 1.308790 -2.151081 2.216825 -0.54 2.77 -3.40
H 2.204416 -0.400087 1.508790 -2.36 -2.81 -0.68
H 2.231297 -2.053006 0.402375 -2.45 1.94 2.28
H 1.272205 1.036930 0.337297 1.23 0.52 0.25
H -1.827369 -0.659378 -1.055122 0.50 0.89 -0.14
H -2.635525 0.689932 -0.229820 0.18 -0.14 -1.32
H -2.108667 0.939430 -2.091107 0.04 -1.41 2.52
```
Forces are in eV/Å.

The structure (SMILES) is CO/C=C(\C)Cl. The relative energy (zero: lowest compared OMol25 entry of this formula, charge and spin) is 4.010 eV. As for the frontier orbital gap: 8.82 eV. The calculation puts the energy at -691.89854 hartree. For the LUMO energy, the calculation gives 0.029 Eh. Its net charge is 0.

Want to see where the charge sits? The Löwdin charges in e are:
1 C -0.1054
2 O -0.1874
3 C -0.2220
4 C -0.6775
5 C -0.1496
6 Cl 0.5578
7 H 0.1431
8 H 0.1175
9 H 0.1258
10 H 0.0659
11 H 0.0926
12 H 0.1049
13 H 0.1344

[10]
This record from the OMol25 dataset describes a molecular structure, C4H7ClO. The level of theory is ωB97M-V/def2-TZVPD.

The geometry in XYZ format:
```
13
Properties=species:S:1:pos:R:3:forces:R:3
C 0.969424 -0.431885 0.781829 -4.59 0.37 0.80
C -1.541835 0.022360 -0.677182 0.18 -1.77 -0.82
C -1.060513 -0.267707 0.755644 4.09 1.19 -4.08
C 1.565797 0.497836 -0.233037 2.04 0.07 0.58
O 1.465840 -1.114602 1.616679 -0.27 0.50 -0.92
Cl 3.368566 0.278149 0.090919 -0.18 0.56 -0.67
H -1.141422 0.846461 -1.197196 1.13 1.22 -0.26
H -2.594347 0.148358 -0.968528 -0.24 -0.29 1.16
H -1.238905 -0.888347 -1.270594 -0.21 0.89 0.34
H -1.258601 0.408366 1.488857 -0.64 1.73 2.09
H -1.314807 -1.226715 0.887194 -0.84 -3.41 1.53
H 1.416807 0.127415 -1.274688 -0.30 0.73 0.89
H 1.363994 1.600315 0.000097 -0.18 -1.79 -0.65
```
Forces are in eV/Å.

The relative energy (zero: lowest compared OMol25 entry of this formula, charge and spin) is 2.618 eV. As for the frontier orbital gap: 9.75 eV. The calculation puts the energy at -691.94971 hartree. For the LUMO energy, the calculation gives 0.025 Eh. Its net charge is 0.

Want to see where the charge sits? The Löwdin charges in e are:
1 C -0.3585
2 C -0.1557
3 C -0.0531
4 C -0.4698
5 O 0.0607
6 Cl 0.5258
7 H 0.0304
8 H 0.0677
9 H 0.0870
10 H 0.0366
11 H 0.0230
12 H 0.0905
13 H 0.1152